[1]
20
Properties=species:S:1:pos:R:3:nbo_charge:R:1 method="wB97M-V/def2-TZVPD" multiplicity=1 e_tot_ev=-8344.0051 homo_lumo_gap_ev=7.3 e_above_lowest_ev=5.654 total_charge=+2
C 0.7197 1.2701 0.1890 -0.1671
C -0.1803 1.0657 1.4095 -0.5363
C -1.0325 0.0515 0.7264 0.0538
N -2.7654 0.6932 1.8157 -0.9283
N 0.9805 -0.2293 -0.4101 -0.8156
H 1.7041 1.5206 0.5980 0.2762
H 0.3677 1.7456 -0.7411 0.2683
H -0.6538 1.9790 1.3161 0.2806
H 0.2160 1.0777 2.4132 0.3014
H -1.6159 0.4819 -0.0585 0.2638
H -1.0576 -0.9591 1.1386 0.2715
H -3.3912 1.5796 2.0093 0.4469
H -2.8831 0.4571 2.7596 0.4092
H -3.6173 0.2898 1.4935 0.4091
H 2.0319 -0.0793 -0.8753 0.5260
H 0.2188 -0.7258 -1.0071 0.4809
H 1.3108 -0.9366 0.3210 0.4581
H 1.7052 -2.4121 -3.9673 0.4801
H 3.1148 -2.5917 -3.5489 0.4917
O 2.2504 -2.3748 -3.2051 -0.9700



[2]
14
Properties=species:S:1:pos:R:3:nbo_charge:R:1 method="wB97M-V/def2-TZVPD" multiplicity=1 e_tot_ev=-30120.1443 homo_lumo_gap_ev=8.4 e_above_lowest_ev=2.897 smiles="F[C@@H]1CSNC(=S)C1"
F -0.3129 0.5121 -2.6785 -0.3494
C 0.3317 0.7037 -1.5372 0.2239
C 0.9380 -0.7240 -1.4163 -0.6569
S 1.7839 -0.7493 0.0112 0.3984
N 0.1705 -0.9134 0.9316 -0.7638
C -0.7299 0.2390 0.9179 0.0571
S -1.6704 0.2608 2.2503 -0.0289
C -0.7322 1.2201 -0.3086 -0.5394
H 1.2076 1.2719 -1.5815 0.1626
H 1.5971 -0.8082 -2.3543 0.2507
H 0.1698 -1.5430 -1.3274 0.2512
H 0.3163 -1.5559 1.7895 0.4412
H -0.6064 2.4592 -0.0656 0.2764
H -1.7229 1.1442 -0.9948 0.2767



[3]
60
Properties=species:S:1:pos:R:3:nbo_charge:R:1 method="wB97M-V/def2-TZVPD" multiplicity=1 e_tot_ev=-47937.8990 homo_lumo_gap_ev=8.6 e_above_lowest_ev=0.727 smiles="CC1CCN(CCc2nc3cc(NC(=O)COc4ccc(Cl)cc4)ccc3n2C)CC1"
C -1.4607 5.3318 0.3493 -0.5968
C -0.2865 4.4758 -0.1148 -0.2160
C 0.1557 4.8558 -1.5290 -0.4204
C 1.3047 3.9469 -1.9794 -0.2041
N 0.9737 2.5346 -1.9470 -0.4818
C 0.1082 2.0785 -3.0237 -0.2026
C 0.7135 0.8409 -3.7213 -0.4551
C 0.8913 -0.2632 -2.7453 0.4198
N -0.0675 -1.0693 -2.3793 -0.4881
C 0.4701 -1.8697 -1.4082 0.1017
C -0.1213 -2.8550 -0.6327 -0.2379
C 0.6603 -3.4762 0.3288 0.1328
N 0.0170 -4.4020 1.1683 -0.5998
C 0.3979 -4.8425 2.3883 0.6525
O 1.5169 -4.8124 2.8511 -0.6070
C -0.7848 -5.4132 3.1926 -0.1679
O -2.0257 -4.8325 2.8514 -0.5157
C -2.1551 -3.4721 2.9397 0.3671
C -1.2006 -2.6142 3.4753 -0.3151
C -1.4087 -1.2461 3.4508 -0.1923
C -2.5688 -0.7326 2.8997 -0.0688
Cl -2.8041 0.9783 2.8400 0.0003
C -3.5417 -1.5789 2.3896 -0.2063
C -3.3322 -2.9418 2.4106 -0.2744
C 2.0129 -3.1531 0.4944 -0.2445
C 2.6092 -2.1713 -0.2698 -0.2466
C 1.8280 -1.5187 -1.2094 0.1506
N 2.0669 -0.4854 -2.0807 -0.3751
C 3.2870 0.2596 -2.2162 -0.4177
C 0.5254 2.1480 -0.6182 -0.2164
C -0.6440 2.9893 -0.0958 -0.4225
H -1.1901 6.3855 0.3511 0.2058
H -1.7617 5.0504 1.3558 0.2088
H -2.3142 5.1978 -0.3125 0.2012
H 0.5578 4.6388 0.5665 0.1900
H 0.4801 5.8977 -1.5585 0.2087
H -0.6881 4.7447 -2.2147 0.1948
H 1.6250 4.2065 -2.9917 0.1961
H 2.1584 4.0948 -1.3081 0.1885
H -0.8872 1.8053 -2.6585 0.1959
H -0.0082 2.8666 -3.7717 0.1980
H 0.0229 0.5109 -4.4976 0.2377
H 1.6682 1.1053 -4.1749 0.2125
H -1.1636 -3.1028 -0.7620 0.2166
H -0.9574 -4.5491 0.9327 0.4064
H -0.5613 -5.3018 4.2601 0.2054
H -0.8952 -6.4791 2.9727 0.2218
H -0.2849 -2.9899 3.9024 0.2353
H -0.6603 -0.5827 3.8543 0.2296
H -4.4483 -1.1730 1.9698 0.2305
H -4.0697 -3.6196 2.0106 0.2275
H 2.5811 -3.6704 1.2486 0.2518
H 3.6497 -1.9244 -0.1221 0.2145
H 3.8051 -0.0051 -3.1424 0.2001
H 3.9368 0.0298 -1.3743 0.2138
H 3.0608 1.3267 -2.2144 0.2410
H 0.2443 1.0940 -0.6349 0.2125
H 1.3801 2.2613 0.0581 0.1892
H -0.8925 2.6704 0.9175 0.2181
H -1.5245 2.8222 -0.7208 0.1959



[4]
14
Properties=species:S:1:pos:R:3:nbo_charge:R:1 method="wB97M-V/def2-TZVPD" multiplicity=1 e_tot_ev=-16727.1974 homo_lumo_gap_ev=9.3 e_above_lowest_ev=0.652 smiles="[NH3+][C@@H]1CC1=[PH2]F" total_charge=+1
N -1.5243 -1.2086 -0.1037 -0.6964
C -0.7217 -0.0806 0.5066 -0.1042
C -0.6538 1.1141 -0.4802 -0.3689
C 0.4534 0.1872 -0.3747 -0.7652
P 2.0258 0.4502 0.1335 1.4782
F 2.5877 -0.9591 0.5133 -0.5420
H -1.8664 -1.9767 0.6680 0.4799
H -0.8595 -1.6979 -0.7391 0.4588
H -2.1245 -0.7284 -0.6692 0.4320
H -0.8701 0.0802 1.5440 0.2407
H -1.4414 0.9439 -1.1992 0.1930
H -0.6873 2.0633 0.0338 0.2386
H 2.8944 0.7377 -0.9836 -0.0113
H 2.7876 1.0746 1.1506 -0.0331



[5]
19
Properties=species:S:1:pos:R:3:nbo_charge:R:1 method="wB97M-V/def2-TZVPD" multiplicity=1 e_tot_ev=-11303.1020 homo_lumo_gap_ev=8.9 e_above_lowest_ev=4.776
C -1.2370 0.2841 0.5721 -0.0842
C -1.5306 -0.6303 -0.5967 -0.1990
C 0.7979 -0.5412 -1.5127 0.2054
C 1.4141 -0.3088 0.9995 -0.2855
C -0.0513 -0.6360 0.7274 -0.0784
H -0.7802 2.1537 0.9456 0.3669
H -1.3504 2.2077 -0.5596 0.3865
H -1.9317 0.1228 1.4212 0.1860
H -2.2106 -1.5001 -0.3161 0.2035
H -1.8381 -0.2321 -1.5378 0.2026
H 0.6164 -0.8856 -2.5262 0.1774
H 1.4544 1.4853 -0.0955 0.3637
H 2.0143 -1.3131 0.9564 0.2125
H 1.7045 0.1600 2.0629 0.2143
H -0.2779 -1.5377 1.2789 0.2084
N -0.8016 1.6014 0.1435 -0.8518
N -0.1386 -1.0573 -0.6656 -0.4466
N 1.8993 0.0984 -1.3483 -0.3260
N 2.2470 0.5287 0.0509 -0.4555



[6]
38
Properties=species:S:1:pos:R:3:nbo_charge:R:1 method="wB97M-V/def2-TZVPD" multiplicity=1 e_tot_ev=-73173.4319 homo_lumo_gap_ev=5.4 e_above_lowest_ev=0.000
Cl 4.1405 1.1593 2.9241 -0.2305
B 3.1548 -0.4163 2.9204 0.3702
Cl 3.5332 -1.3893 1.3916 -0.2548
Cl 3.5594 -1.4087 4.4283 -0.2495
O 1.7371 -0.0916 2.9337 -0.5708
C 0.9057 -1.1436 2.9356 0.5036
C -0.4780 -0.9757 2.9372 -0.2532
C -1.4024 -2.0502 2.9408 -0.0795
C -2.7507 -1.7938 2.9458 -0.2621
C -3.2201 -0.4828 2.9472 0.0635
Cl -4.9200 -0.1685 2.9562 0.0640
C -2.3280 0.5839 2.9431 -0.2723
C -0.9809 0.3448 2.9379 -0.0146
H 1.3520 -2.1253 2.9382 0.2241
H -1.0447 -3.0654 2.9417 0.2341
H -3.4710 -2.5936 2.9502 0.2422
H -2.7099 1.5900 2.9455 0.2439
H -0.2740 1.1559 2.9367 0.2440
C 1.5993 3.7649 -2.8604 -0.2489
O 0.3768 3.3130 -3.3766 -0.5020
C 0.0984 1.9596 -3.1235 0.2848
C 0.9270 1.1073 -2.4140 -0.3096
C 0.5354 -0.2284 -2.2254 -0.0095
C -0.6808 -0.6907 -2.7620 0.0834
N -0.7988 -2.0337 -2.4314 -0.5289
C 0.3070 -2.4054 -1.7042 -0.0368
C 1.1382 -1.3262 -1.5545 -0.3277
C -1.5207 0.1710 -3.4762 -0.2187
C -1.1261 1.4666 -3.6443 -0.2544
H 1.7096 4.8197 -3.1146 0.1962
H 1.6042 3.6528 -1.7766 0.1732
H 2.4171 3.1992 -3.3060 0.1744
H 1.8626 1.4410 -2.0117 0.2218
H -1.5898 -2.6202 -2.6978 0.4126
H 0.4772 -3.3977 -1.3169 0.2133
H 2.0604 -1.2878 -0.9976 0.2403
H -2.4534 -0.1933 -3.8726 0.2115
H -1.7468 2.1592 -4.1878 0.2230



The records above give, respectively, max |F| values of 0.13178; 0.08827; 0.01527; 0.11788; 0.13383; 0.09562 hartree/bohr.